Entry from the Open Molecules 2025 dataset: the ion C3H3N2OS with charge +1 (ωB97M-V with the def2-TZVPD basis set).

Each line ends with the Mulliken charge.
Positions of all 10 atoms, in Å:
S: -0.08 -1.16 -3.01  0.002
O: 0.35 -1.75 0.36  -0.348
N: -1.79 1.44 0.53  -0.326
N: 0.49 -0.71 -0.29  0.398
C: 0.14 -0.78 -1.55  0.610
C: -0.91 0.73 0.86  0.064
C: 0.57 0.55 0.42  -0.409
H: 1.19 0.40 1.37  0.309
H: 0.85 1.42 -0.21  0.339
H: -0.79 -0.14 1.53  0.361

Calculated values
M = 115.137 g mol⁻¹
Energy relative to the best compared isomer or geometry (same formula, charge and spin) = 699.7 kJ/mol
Largest force on an atom = 4.74 eV/Å
Net charge = +1
HOMO-LUMO gap (alpha / beta) = 6.3 / 8.3 eV
LUMO (alpha / beta) = -7.9 / -7.1 eV

---

Entry from the Open Molecules 2025 dataset: a structure of composition C36H50BrEuN3OP2 (ωB97M-V with the def2-TZVPD basis set).

Each line ends with the Löwdin spin population.
Positions of all 94 atoms, in Å:
Eu: 2.32 1.30 0.36  6.915
Br: -0.59 -0.28 0.72  -0.006
P: -3.46 -0.97 -1.74  0.002
P: -0.54 3.71 1.57  0.001
O: 3.15 -0.70 1.12  -0.013
N: 6.07 3.26 -4.52  -0.001
N: 2.62 -2.74 2.11  0.000
N: 2.00 -3.88 1.76  0.000
C: -4.45 0.47 -3.95  0.000
C: -5.16 -1.10 0.54  0.000
C: 0.73 4.90 -0.58  0.000
C: 1.67 -3.83 0.45  0.000
C: 0.75 3.63 0.30  -0.003
C: -4.58 0.26 -2.43  0.000
C: 2.73 -1.91 1.02  0.000
C: 3.37 -2.04 6.16  0.000
C: 0.85 0.54 -2.30  0.001
C: 3.72 -3.37 4.17  0.000
C: 2.14 1.01 -1.96  0.039
C: 2.59 -1.13 5.43  0.000
C: -0.33 2.54 2.96  0.000
C: 4.20 3.54 -3.06  0.000
C: -1.98 3.05 0.64  0.000
C: 3.24 1.61 -1.83  0.012
C: -0.23 1.45 -2.35  0.016
C: -0.71 -1.31 -2.28  -0.004
C: 4.32 2.21 -2.64  0.009
C: 2.23 -2.67 -0.06  0.000
C: 5.35 1.41 -3.17  -0.001
C: 2.93 -2.46 3.47  0.000
C: 6.19 1.99 -4.13  0.001
C: 0.58 -0.85 -2.46  0.015
C: 3.93 -3.17 5.53  0.000
C: -1.53 0.98 -2.25  -0.003
C: -3.57 -2.55 -2.60  0.000
C: -3.30 3.57 1.22  0.000
C: -1.76 -0.39 -2.00  0.019
C: -3.75 -1.31 0.00  0.000
C: 2.39 -1.32 4.07  0.000
C: 1.46 -4.76 2.78  0.000
C: 0.81 -4.87 -0.14  0.000
C: -0.07 3.35 4.24  0.000
C: -5.00 -3.05 -2.78  0.000
C: 5.10 4.01 -4.02  0.001
H: -4.51 -0.46 -4.52  0.000
H: 0.48 1.82 2.75  0.000
H: -4.38 1.22 -1.92  0.000
H: -4.98 -4.01 -3.32  0.000
H: 0.69 -4.68 -1.21  0.000
H: -3.06 -2.42 -3.57  0.000
H: 5.01 5.04 -4.40  0.000
H: -5.26 1.13 -4.28  0.000
H: -1.91 1.94 0.66  0.000
H: -2.99 -3.27 -2.02  0.000
H: -0.02 2.52 -2.46  0.001
H: 0.77 4.04 4.10  0.000
H: 4.53 -3.89 6.09  0.000
H: 0.53 2.74 -0.34  -0.001
H: -5.62 -2.35 -3.36  0.000
H: 1.40 -1.52 -2.67  0.001
H: 1.80 -0.63 3.46  0.000
H: -0.13 4.90 -1.25  0.000
H: -0.95 3.94 4.50  0.000
H: 3.55 -1.88 7.22  0.000
H: -4.15 3.15 0.67  0.000
H: -1.88 3.36 -0.41  0.000
H: 2.19 -2.32 -1.07  0.000
H: 0.16 2.70 5.09  0.000
H: -1.24 1.93 3.05  0.000
H: 0.79 -5.48 2.31  0.000
H: 1.65 4.93 -1.18  0.000
H: 3.41 4.19 -2.69  0.000
H: 2.15 -0.25 5.92  0.000
H: -0.20 -4.86 0.31  0.000
H: 1.21 -5.88 -0.01  0.000
H: -3.01 -0.69 0.55  0.000
H: -2.36 1.68 -2.37  0.000
H: -5.61 -0.03 -2.16  0.000
H: -3.43 -2.35 0.15  0.000
H: -3.35 4.66 1.14  0.000
H: 0.90 -4.19 3.53  0.000
H: -5.88 -1.79 0.09  0.000
H: -3.41 3.30 2.28  0.000
H: 0.70 5.81 0.04  0.000
H: 6.98 1.40 -4.59  0.000
H: -0.92 -2.38 -2.33  0.000
H: 5.48 0.37 -2.89  0.000
H: -5.17 -1.28 1.62  0.000
H: -5.52 -0.07 0.39  0.000
H: -3.51 0.97 -4.19  0.000
H: 4.16 -4.22 3.65  0.000
H: 2.27 -5.31 3.28  0.000
H: 1.73 3.57 0.83  -0.001
H: -5.49 -3.24 -1.82  0.000

Calculated values
M = 834.632 g mol⁻¹
Largest force on an atom = 4.25 eV/Å
Net charge = +2
HOMO-LUMO gap (alpha / beta) = 5.7 / 5.6 eV
LUMO (alpha / beta) = -6.9 / -6.9 eV
2S+1 = 8

---

Entry from the Open Molecules 2025 dataset: a structure of composition C55H43AuN5O2P2S2Te (ωB97M-V with the def2-TZVPD basis set).

Each line ends with the Mulliken charge.
Positions of all 111 atoms, in Å:
Au: 0.14 -0.49 1.42  0.583
Te: 3.71 -2.91 -1.11  0.302
S: 1.19 2.63 1.23  0.879
S: -5.44 3.50 0.08  -0.230
P: 2.30 -0.01 0.23  2.000
P: 0.63 -2.43 0.10  1.657
O: 0.61 3.62 0.33  -0.691
O: 3.30 2.83 -0.14  -0.420
N: -8.08 0.16 -1.50  -0.581
N: 3.71 -1.22 -5.74  -0.657
N: -0.08 1.78 2.04  -0.359
N: -1.87 -1.08 2.30  -0.745
N: -1.98 0.27 0.48  0.468
C: -6.45 2.15 -0.53  0.451
C: 2.51 3.15 -2.39  -0.553
C: 0.31 -3.29 -2.54  -0.030
C: -8.33 0.73 -0.33  -0.572
C: -2.53 0.10 1.83  2.269
C: -1.59 -2.16 -1.56  -0.432
C: 3.78 -2.11 -3.12  0.039
C: 0.89 -6.50 0.36  -0.688
C: -2.26 -2.27 -2.77  -0.543
C: -7.04 0.58 -2.19  -0.523
C: 6.41 0.19 0.06  -0.756
C: -1.29 2.17 2.15  -0.389
C: 1.38 0.62 -2.31  -0.584
C: -2.14 1.30 -0.23  -1.085
C: 0.44 -5.23 0.04  -0.689
C: -7.56 1.75 0.20  -0.132
C: 3.54 -3.00 -4.16  -0.354
C: 2.11 1.08 -1.21  2.259
C: 2.65 2.38 -1.25  -0.546
C: 2.16 -1.67 -0.42  -1.817
C: 3.52 -2.49 -5.46  -0.492
C: 4.08 0.02 0.61  0.737
C: -2.76 2.58 0.18  -1.157
C: 5.73 -1.06 1.99  -0.720
C: 4.42 -0.74 1.73  -0.968
C: 2.27 3.58 5.02  -0.687
C: 1.54 3.54 2.76  0.100
C: 3.95 -0.39 -4.75  -0.564
C: -4.02 0.06 1.67  -0.809
C: -4.52 1.44 1.87  -1.181
C: -6.17 1.56 -1.75  -0.143
C: 1.29 5.54 4.02  -0.894
C: 2.12 2.89 3.83  -0.370
C: -4.11 2.62 0.94  0.442
C: 1.14 4.86 2.83  -0.196
C: -4.64 -1.14 1.62  -0.783
C: 2.49 -5.56 1.88  -0.625
C: -2.53 -2.21 2.18  -0.954
C: 2.06 -4.29 1.56  -0.436
C: -3.87 -2.31 1.80  -1.064
C: 5.09 0.50 -0.22  -0.120
C: -3.42 3.33 2.12  -0.841
C: -3.59 2.05 2.95  -0.693
C: 1.24 1.40 -3.44  -0.801
C: -1.64 -2.87 -3.86  -0.816
C: 1.06 -4.12 0.60  0.303
C: 1.85 4.90 5.12  -0.528
C: 6.73 -0.60 1.15  -0.642
C: 1.92 -6.67 1.26  -0.627
C: -2.05 3.23 1.44  0.262
C: -0.36 -3.38 -3.74  -0.882
C: -0.30 -2.67 -1.44  0.534
C: -2.27 1.28 2.82  -0.275
C: 4.02 -0.78 -3.42  0.274
C: 1.82 2.65 -3.49  -1.154
H: 3.38 -4.05 -3.98  0.458
H: 1.31 -3.69 -2.43  0.438
H: -6.91 0.11 -3.16  0.407
H: -5.71 -1.21 1.49  0.617
H: -1.50 4.13 1.20  0.965
H: -5.32 1.87 -2.33  0.459
H: -2.05 -1.68 -0.71  0.039
H: -1.98 -3.10 2.46  0.581
H: 0.43 -7.36 -0.11  0.438
H: 7.19 0.57 -0.58  0.463
H: 7.77 -0.85 1.35  0.417
H: -1.70 1.24 -1.23  0.671
H: 4.10 0.65 -5.03  0.449
H: 2.28 -7.66 1.50  0.420
H: -9.20 0.36 0.19  0.392
H: -2.77 3.28 -0.65  0.826
H: -3.76 4.28 2.52  0.451
H: 3.55 3.76 -0.27  0.284
H: 4.86 1.11 -1.07  0.021
H: 3.62 -1.09 2.38  0.316
H: -7.82 2.23 1.13  0.513
H: -3.97 2.12 3.97  0.418
H: 0.94 -0.36 -2.25  0.142
H: -0.37 -5.10 -0.66  0.528
H: 3.34 -3.15 -6.30  0.401
H: -5.58 1.48 2.09  1.550
H: 0.98 6.57 4.10  0.449
H: 2.43 1.86 3.73  0.416
H: 0.69 1.02 -4.28  0.537
H: -4.34 -3.28 1.76  0.488
H: 0.72 5.32 1.95  0.448
H: -2.16 -2.94 -4.80  0.417
H: -1.88 0.87 3.75  0.561
H: 5.99 -1.68 2.84  0.461
H: 3.28 -5.70 2.61  0.443
H: 0.12 -3.86 -4.58  0.461
H: 1.73 3.26 -4.37  0.490
H: 2.72 3.10 5.88  0.444
H: 4.24 -0.07 -2.65  0.324
H: -3.26 -1.89 -2.86  0.579
H: 2.93 4.14 -2.41  0.397
H: 1.96 5.43 6.05  0.415
H: 2.49 -3.42 2.04  0.249

Calculated values
M = 1256.631 g mol⁻¹
Largest force on an atom = 3.11 eV/Å
Net charge = +1
HOMO-LUMO gap (alpha / beta) = 4.2 / 4.2 eV
LUMO (alpha / beta) = -5.1 / -5.1 eV

---

Entry from the Open Molecules 2025 dataset: a cluster of 2 separate species, C7H6F3I in total (ωB97M-V with the def2-TZVPD basis set).

Each line ends with the Mulliken charge.
Positions of all 17 atoms, in Å:
I: 3.27 1.45 0.13  0.161
F: 1.67 -0.87 -1.68  -0.235
F: 2.49 -0.86 1.72  -0.260
F: 1.47 -2.40 -0.18  -0.250
C: -1.02 -0.42 1.02  -0.218
C: -1.62 -0.85 -0.20  -0.585
C: 1.76 -1.11 -0.38  0.666
C: -0.69 0.88 0.91  -0.373
C: -0.98 1.40 -0.43  -0.352
C: 2.38 -0.35 0.51  -0.087
C: -1.57 0.16 -1.13  -0.463
H: -0.85 -1.00 1.98  0.367
H: -2.00 0.19 -2.17  0.353
H: -2.22 -1.73 -0.27  0.480
H: -0.09 1.86 -1.00  0.144
H: -1.78 2.23 -0.62  0.305
H: -0.22 1.41 1.80  0.347

Calculated values
M = 274.023 g mol⁻¹
SMILES string = FC(F)=C(F)I.C1=CCC=C1
Energy relative to the best compared isomer or geometry (same formula, charge and spin) = 151.6 kJ/mol
Largest force on an atom = 3.30 eV/Å
HOMO-LUMO gap = 8.7 eV
LUMO = 0.2 eV

---

Entry from the Open Molecules 2025 dataset: a cluster of 2 separate species, C8H18O in total (ωB97M-V with the def2-TZVPD basis set).

Each line ends with the Mulliken charge.
Positions of all 27 atoms, in Å:
O: 2.47 0.75 -0.71  -0.590
C: -1.73 0.53 -0.30  0.757
C: 1.50 -0.92 1.12  0.124
C: -0.47 -1.28 -1.67  -1.212
C: -0.90 1.70 -0.83  -1.477
C: -1.01 -0.81 -0.36  0.210
C: 1.51 -0.11 2.18  -0.809
C: 2.56 -0.56 -0.28  -0.656
C: -2.16 0.82 1.14  -1.493
H: -0.41 -2.37 -1.72  0.319
H: -2.63 0.45 -0.92  0.261
H: 2.45 -1.30 -1.08  0.358
H: 1.63 0.96 2.08  0.286
H: 0.08 -0.81 0.40  -0.617
H: 1.43 -0.50 3.18  0.275
H: -2.80 0.02 1.53  0.379
H: 0.57 -0.93 -1.78  0.210
H: 1.62 0.88 -1.14  0.343
H: 1.50 -1.99 1.27  0.362
H: -0.59 1.54 -1.86  0.381
H: -1.04 -0.92 -2.53  0.341
H: -1.59 -1.58 0.14  0.480
H: 3.53 -0.69 0.20  0.400
H: -2.73 1.75 1.19  0.413
H: -1.49 2.62 -0.81  0.449
H: -1.29 0.92 1.79  0.273
H: -0.01 1.85 -0.22  0.229

Calculated values
M = 130.231 g mol⁻¹
SMILES string = CCC(C)C.C=CCO
Energy relative to the best compared isomer or geometry (same formula, charge and spin) = 332.4 kJ/mol
Largest force on an atom = 4.42 eV/Å
HOMO-LUMO gap = 9.2 eV
LUMO = 0.9 eV